68
Properties=species:S:1:pos:R:3:forces:R:3:nbo_charge:R:1 method="wB97M-V/def2-TZVPD" e_tot_ha=-10890.56485 e_homo_ev="-0.61 / -0.61" de_lowest_kcal_mol=59.9 gap_ev="4.4 / 4.4" charge=-2 spin_multiplicity=2 molar_mass_g_mol=1199.91
Co -0.596784 -0.382301 -0.855182 -0.5767 -0.3846 -1.3595 0.2837
Se -0.917887 -0.732276 3.014031 1.6194 -1.7995 2.6111 -0.2517
Te -2.545789 -0.561844 4.890806 -0.4131 0.1092 0.3025 -0.5737
Te -3.531051 1.226027 1.528000 -1.3121 0.7142 -0.6334 -0.5377
Se -1.275662 0.380433 1.122555 -0.0576 2.3870 0.3628 -0.1929
N -3.644534 -2.441176 2.174861 -0.0501 -0.5253 -0.3785 -0.7925
C -3.872877 -3.386379 1.272096 0.0466 1.0698 0.5406 0.6619
N -4.501434 -4.520833 1.670239 -0.1512 -0.2227 0.1605 -0.7987
N -3.615471 -3.258348 -0.009812 -0.7439 -1.5140 -0.1222 -0.6753
C -2.958529 -2.280491 -0.501672 0.7284 1.2871 -0.7543 0.5673
N -2.365329 -1.446798 -1.059479 -0.3623 -0.3171 0.3365 -0.5926
H -3.723056 -2.564442 3.176613 0.0396 0.0955 0.0397 0.4282
H -3.212402 -1.565663 1.894141 -0.1137 -0.0273 0.0364 0.4527
H -4.521562 -4.732143 2.652006 0.0100 -0.0492 -0.0617 0.3909
H -4.538273 -5.279160 1.013093 0.1498 0.0527 0.0299 0.4002
Cl 1.757118 -3.324362 -1.255410 0.1282 -0.1252 -0.2617 -0.4819
Si 0.731404 -1.985414 0.030419 0.0771 -0.8961 0.2030 0.8977
Cl 2.375234 -1.346795 1.215553 0.0430 0.2532 -0.0496 -0.4745
Cl -0.097048 -3.453346 1.348163 -0.0003 -0.1584 -0.4220 -0.4726
F -4.668213 4.130143 -6.154798 0.2044 -0.1703 0.2519 -0.3393
C -5.133772 3.920027 -4.891645 -0.7938 0.6190 -0.7427 0.9740
F -6.206550 3.122589 -5.034575 0.1397 -0.2235 0.2442 -0.3255
F -5.630520 5.132165 -4.518509 0.2345 -0.1965 0.2290 -0.3376
C -4.090332 3.399322 -3.975173 0.5066 -0.5693 0.6836 -0.1706
C -4.269605 2.234330 -3.211405 -0.3740 1.0361 -0.9279 -0.1715
C -3.229865 1.754605 -2.449527 0.9492 -0.1577 0.5736 -0.1699
C -2.006589 2.435723 -2.402527 -0.5392 0.6179 -1.0887 -0.3421
C -1.854430 3.636989 -3.130030 -0.1262 -0.7057 0.5786 -0.2180
C -2.881714 4.103308 -3.903328 -0.6819 0.1031 -0.3590 -0.1456
P -0.569469 1.747153 -1.575230 0.2021 0.0015 0.6013 0.9932
C -0.212660 3.028401 -0.326352 -0.3040 0.0622 1.1447 -0.3502
C -1.089631 4.094768 -0.077593 0.4179 -0.6025 -0.6580 -0.1853
C -0.848651 4.965774 0.955842 0.5955 0.2966 0.7948 -0.1731
C 0.240147 4.766730 1.814099 -0.4400 -0.3462 -0.6529 -0.1495
C 1.058317 3.650610 1.646418 -0.0358 0.6334 0.2747 -0.2026
C 0.813254 2.780422 0.609158 -0.1470 -0.0646 -0.8848 -0.1076
C 0.526718 5.806350 2.836385 0.2889 0.8985 0.4270 0.9759
F 1.382446 5.439670 3.803765 0.0291 -0.4154 -0.0859 -0.3248
F -0.568852 6.275951 3.463528 -0.1987 -0.2084 -0.1122 -0.3268
F 1.099262 6.918456 2.274174 -0.0660 -0.2004 -0.1727 -0.3501
C 0.761842 2.104558 -2.781237 -0.0616 0.4860 -0.7094 -0.2818
C 2.056933 2.488915 -2.437114 -0.4986 -0.2126 0.2890 -0.1437
C 3.019720 2.691890 -3.402908 0.0372 -0.0885 -0.8999 -0.1835
C 2.677584 2.548158 -4.750460 -0.1083 -0.0281 0.5383 -0.1717
C 1.372201 2.215624 -5.111919 0.4556 0.0739 -0.1377 -0.1730
C 0.432587 1.983295 -4.139987 0.1724 -0.0595 0.4971 -0.1926
C 3.683455 2.718056 -5.830198 0.4665 0.2629 -0.8126 0.9766
F 4.957067 2.793563 -5.402290 -0.0697 -0.0508 0.3155 -0.3291
F 3.653799 1.716557 -6.738511 -0.1235 -0.1434 0.1594 -0.3321
F 3.493801 3.846509 -6.574394 -0.2028 0.0284 0.2465 -0.3448
H -5.216801 1.717671 -3.233990 -0.0375 -0.0848 -0.0316 0.2299
H -3.360901 0.841228 -1.876997 0.1126 0.0446 0.0460 0.2782
H -0.916803 4.175434 -3.084270 -0.0183 0.0073 -0.0328 0.2281
H -2.762693 5.010519 -4.476654 0.0120 0.1017 -0.0879 0.2099
H -1.949651 4.240310 -0.718486 0.0225 0.0381 0.1843 0.2272
H -1.501270 5.808157 1.119436 -0.1338 0.0844 0.0365 0.2181
H 1.876558 3.477575 2.328964 0.0181 -0.0913 0.0624 0.2273
H 1.444527 1.903164 0.494865 -0.1346 -0.0114 0.1013 0.2257
H 2.334523 2.598177 -1.399992 -0.0165 0.0155 0.0459 0.2172
H 4.035304 2.939674 -3.125359 -0.0228 0.0104 0.0071 0.2221
H 1.114957 2.115890 -6.156626 -0.0125 -0.0532 -0.0759 0.2173
H -0.564074 1.673939 -4.421884 -0.0074 0.0015 -0.0684 0.2225
C -1.005498 -1.465878 -3.615715 0.2385 0.1793 -0.3573 -0.7564
C -0.096878 -0.783187 -2.616792 0.3980 -0.6400 1.0685 0.4152
O 1.053601 -0.501553 -2.876793 0.6383 -0.1472 -1.1677 -0.6657
H -0.568147 -1.377848 -4.611599 0.0662 -0.0601 -0.1033 0.1982
H -2.003668 -1.034261 -3.606053 -0.0866 -0.0028 0.1016 0.2230
H -1.089210 -2.519042 -3.347354 -0.0253 -0.0175 0.0867 0.2467